No. 1
# C3H6N2S2

C3H6N2S2 in the gas phase in a non-equilibrium geometry (ωB97M-V with the def2-TZVPD basis set, the Open Molecules 2025 dataset).

```
! RIJCOSX wB97M-V def2-TZVPD def2/J DEFGRID3
* xyz 0 1
N 2.82 -0.25 -0.02
N 1.82 -1.09 -0.13
C 0.66 -0.65 -0.26
S -0.77 -1.66 -0.37
C -1.80 -0.33 0.33
C -1.41 0.95 -0.26
S 0.39 1.13 -0.31
H 3.78 -0.68 0.19
H 2.67 0.69 0.23
H -1.67 -0.28 1.44
H -2.84 -0.56 0.16
H -1.88 1.76 0.26
H -1.75 0.98 -1.28
*
```



No. 2
# CH2Cl3ISi

CH2Cl3ISi in the gas phase in a non-equilibrium geometry (ωB97M-V with the def2-TZVPD basis set, the Open Molecules 2025 dataset).

```
! RIJCOSX wB97M-V def2-TZVPD def2/J DEFGRID3
* xyz 0 1
Cl -1.57 -1.14 1.56
Si -0.89 -0.11 -0.06
Cl -1.26 -0.86 -1.91
Cl -1.69 1.74 0.19
C 0.88 0.25 0.14
I 2.31 -1.42 -0.09
H 1.02 0.98 -0.95
H 1.20 0.56 1.13
*
```



no.,HOMO-LUMO gap (eV)
1,8.5
2,9.7